# 1
{
  "formula": "C10H16ClDyScTe",
  "method": "ωB97M-V/def2-TZVPD",
  "symbols": ["H", "C", "H", "C", "C", "C", "H", "C", "H", "Te", "H", "H", "H", "Sc", "H", "H", "H", "C", "Cl", "C", "C", "H", "H", "H", "C", "C", "H", "H", "H", "Dy"],
  "positions_angstrom": [[2.36636, -1.85550, 1.48636], [-1.65635, 4.83488, -0.01611], [2.41662, 1.09372, 0.47445], [-2.47963, 2.64197, -0.66809], [-1.11943, 4.29127, 1.15780], [-0.90813, -4.53947, -0.04749], [-0.36131, -5.45580, 0.26037], [-2.33379, 4.00551, -0.92503], [2.04601, 1.19387, -1.28509], [-2.13783, 0.03730, 0.91630], [-1.20144, -4.46741, -1.03398], [0.98147, 2.02451, -0.08931], [-1.33748, -3.97906, 0.71545], [0.29867, -0.42450, 0.02785], [-1.55025, 5.89972, -0.22348], [2.79023, -3.90131, -2.09564], [-3.00339, 1.98175, -1.36576], [1.26603, -1.80342, 1.28897], [0.40244, -1.80601, -2.11881], [-1.93649, 2.07969, 0.51993], [-1.25510, 2.92771, 1.43645], [-2.75434, 4.42888, -1.83518], [0.47595, -2.13182, 1.98201], [-0.59316, 4.93007, 1.86443], [1.66213, 1.21123, -0.28893], [3.04046, -3.96362, -1.09628], [3.00250, -4.96047, -0.61809], [-0.83916, 2.48689, 2.34735], [3.62749, -3.24625, -0.62068], [1.09094, -3.53431, -0.14978]],
  "atomic_forces_ev_per_a": [[-0.906, -0.019, 0.562], [-0.085, -0.423, 0.001], [0.391, 0.238, 0.180], [0.451, -0.173, 0.823], [-0.210, -0.217, -0.205], [1.386, -2.130, 0.740], [-0.910, -0.080, -0.079], [0.173, 0.057, 0.384], [0.418, 0.308, -0.688], [-1.944, -0.137, 0.761], [-1.224, -0.187, -1.866], [0.057, 0.796, -0.027], [-1.291, 0.689, 1.237], [1.644, -0.101, -0.584], [-0.012, -0.257, 0.039], [0.162, -0.052, -2.219], [0.195, 0.315, 0.210], [0.181, 0.323, -0.612], [-0.122, 0.201, 0.167], [0.160, 1.410, -0.233], [-0.514, -0.284, -0.789], [0.087, -0.054, 0.138], [0.539, 0.015, 0.706], [-0.075, -0.078, -0.139], [-0.627, -0.623, 0.396], [0.133, -2.215, 1.050], [0.730, 0.031, -0.479], [-0.123, 0.243, -0.329], [1.400, 1.040, 0.427], [-0.065, 1.361, 0.428]],
  "homo_lumo_gap_ev": [6.364, 6.192],
  "charge": -1,
  "multiplicity": 6,
  "max_force_ev_per_a": 2.647,
  "e_above_lowest_ev": 1.0021
}

# 2
{
  "formula": "C4H5NO2",
  "method": "ωB97M-V/def2-TZVPD",
  "symbols": ["H", "N", "C", "C", "C", "H", "H", "H", "O", "H", "C", "O"],
  "positions_angstrom": [[-2.16977, 0.05731, -1.52847], [-0.12109, -0.11112, 1.18941], [1.09066, -0.22345, 0.56501], [1.03938, 0.13497, -0.77598], [-1.33198, 0.13776, 0.56602], [-2.34686, -0.14844, 0.92396], [1.72348, 1.01215, -0.88468], [-0.03305, 0.05565, 2.29980], [2.14010, -0.59063, 1.24864], [1.53764, -0.49162, -1.41175], [-1.34350, 0.01456, -0.81340], [-0.18500, 0.15285, -1.37857]],
  "atomic_forces_ev_per_a": [[0.157, -0.184, 0.678], [1.119, 0.843, 4.905], [2.621, -2.502, 7.050], [1.825, 1.545, -2.319], [-3.259, -1.818, -3.643], [1.243, 0.462, 0.991], [-1.196, 0.501, 0.036], [-0.281, -0.869, -3.621], [-3.938, 1.768, -3.130], [2.017, -2.265, -1.024], [-0.610, 1.881, 3.839], [0.302, 0.637, -3.762]],
  "homo_lumo_gap_ev": 8.693,
  "multiplicity": 1,
  "max_force_ev_per_a": 7.927,
  "smiles": "O=C1COC=CN1",
  "e_above_lowest_ev": 2.9178
}

# 3
{
  "formula": "C9H24NO2S2",
  "method": "ωB97M-V/def2-TZVPD",
  "symbols": ["O", "H", "H", "H", "H", "C", "N", "C", "H", "C", "H", "H", "H", "C", "H", "O", "H", "H", "H", "C", "C", "C", "H", "H", "H", "H", "H", "C", "H", "H", "H", "H", "H", "S", "H", "S", "C", "H"],
  "positions_angstrom": [[-0.99259, -2.30417, -2.11661], [5.17022, -3.18727, 1.04172], [-3.51627, -0.97318, -1.96214], [-4.90729, 4.88830, -0.57224], [-1.15521, 5.25141, 0.31306], [-3.13914, -1.21658, -0.96986], [0.94473, -2.77411, 1.39318], [2.28736, -3.44241, 1.41566], [-1.57141, 0.45870, -2.57560], [2.34180, -1.15073, 0.35556], [-1.18977, 4.96810, -1.45339], [0.31134, -3.00100, 2.15697], [-1.40972, 1.03646, -0.89569], [3.21733, -2.42738, 0.62663], [1.91935, -1.30565, 2.38640], [-3.04350, 2.80035, -1.48728], [-3.61119, 5.59242, -1.56868], [-3.66044, 5.89833, 0.19371], [2.34472, -4.37458, 0.84987], [-1.05428, 0.31424, -1.62874], [-3.85663, 5.17076, -0.59412], [-1.26800, 4.50250, -0.47088], [2.82749, -0.19388, 0.56537], [5.19426, -1.44217, 0.76618], [-3.54626, -2.17360, -0.64751], [4.61347, -2.11504, 2.31857], [1.84215, -1.19408, -0.61909], [4.62442, -2.25213, 1.22722], [0.49899, -0.59929, 1.63085], [0.52632, -3.11265, 0.52211], [3.38101, -2.83517, -0.37933], [0.01804, 0.44424, -1.77707], [2.69937, -3.56374, 2.42164], [-2.87007, 3.69382, -0.30241], [-3.42334, -0.44134, -0.25749], [-1.34587, -1.35340, -1.02156], [1.29011, -1.33271, 1.47880], [-0.49146, 3.74661, -0.36380]],
  "atomic_forces_ev_per_a": [[0.162, 0.021, 0.375], [0.010, 0.266, 0.108], [0.108, 0.015, -0.028], [0.038, -0.077, 0.018], [-0.030, -0.029, 0.017], [-0.056, -0.091, 0.123], [-0.052, -0.677, 0.156], [2.009, 0.637, -0.686], [-0.071, -0.037, 0.043], [-0.876, -0.534, 1.609], [-0.061, -0.036, -0.010], [0.086, -0.486, 0.041], [-0.125, -0.022, -0.060], [-0.052, 0.328, -1.286], [-0.535, 0.147, 0.011], [0.118, 0.090, 0.181], [0.044, -0.076, -0.011], [0.014, -0.049, 0.022], [-0.730, -0.056, 0.478], [0.263, -0.046, 0.094], [-0.027, 0.040, -0.032], [0.031, 0.037, -0.071], [0.189, -0.239, -0.505], [-0.243, -0.076, -0.008], [0.076, -0.019, -0.016], [-0.065, 0.174, -0.267], [0.366, 0.226, 0.074], [-0.363, -0.502, 0.368], [-0.391, -0.570, -0.550], [-0.527, 0.778, -0.121], [-0.014, -0.184, 0.288], [0.001, -0.109, -0.007], [-0.614, -0.033, -0.024], [-0.074, 0.145, -0.067], [0.052, 0.029, -0.036], [-0.307, 0.245, -0.360], [1.699, 0.800, 0.126], [-0.054, -0.029, 0.015]],
  "homo_lumo_gap_ev": 8.442,
  "charge": 1,
  "multiplicity": 1,
  "max_force_ev_per_a": 2.216
}